[1]
Formula: C25H16BrF6N4O7S2Sn
Source: the OMol25 dataset
Level of theory: the ωB97M-V functional and the def2-TZVPD basis

As for the charge: +1. The highest occupied orbital energy comes out at -9.335 eV. For the frontier orbital gap, the calculation gives 0.098 Ha. The lowest unoccupied orbital energy comes out at -6.7 eV. Its electronic energy is -5891.52738 hartree.

Structure (XYZ):
```
62
C25H16BrF6N4O7S2Sn, DFT the ωB97M-V functional and the def2-TZVPD basis
Sn 0.466 -0.342 0.296
F 1.771 2.612 1.226
C 2.474 2.518 2.370
F 3.756 2.614 2.047
F 2.148 3.553 3.131
S 2.025 0.917 3.246
O 1.902 -0.034 2.154
O 3.039 0.660 4.192
N 0.644 1.291 3.867
S -0.695 1.006 3.128
O -1.374 -0.189 3.484
O -0.652 1.288 1.692
C -1.725 2.449 3.729
F -1.091 3.582 3.441
F -2.886 2.450 3.068
F -1.975 2.416 5.025
C -2.232 -3.389 2.634
C -1.492 -2.958 1.404
O -0.523 -2.208 1.519
C -1.949 -3.470 0.112
C -2.586 -4.705 0.043
C -2.989 -5.246 -1.165
C -2.769 -4.541 -2.350
C -2.138 -3.328 -2.322
C -1.683 -2.733 -1.103
O -1.109 -1.597 -1.132
H -2.139 -2.592 3.370
H -1.748 -4.282 3.036
H -3.275 -3.612 2.433
H -2.713 -5.284 0.945
H -3.464 -6.213 -1.190
H -3.094 -4.961 -3.290
H -1.971 -2.762 -3.225
Br -5.512 -0.469 -6.815
C -4.000 0.662 -6.792
C -4.128 1.999 -7.180
C -3.038 2.833 -7.121
C -1.809 2.352 -6.622
C -1.678 0.978 -6.298
C -2.766 0.151 -6.377
N -0.807 3.223 -6.434
N 0.299 3.039 -5.939
C 0.814 2.731 -4.799
C 2.202 2.374 -4.712
C 2.682 1.692 -3.652
C 1.834 1.304 -2.529
O 2.195 0.546 -1.638
C 0.476 1.903 -2.514
N -0.249 1.709 -1.418
C -1.435 2.270 -1.302
C -1.971 3.085 -2.300
C -1.251 3.278 -3.462
C -0.006 2.658 -3.593
H -5.085 2.366 -7.519
H -3.111 3.868 -7.413
H -0.720 0.588 -5.986
H -2.676 -0.894 -6.118
H 2.822 2.601 -5.567
H 3.710 1.362 -3.621
H -1.955 2.076 -0.372
H -2.928 3.564 -2.174
H -1.632 3.926 -4.240
```

Mulliken charges, unit e, in atom order: number 1, Sn, carries 1.616; number 2, F, carries -0.175; number 3, C, carries 0.661; number 4, F, carries -0.231; number 5, F, carries -0.229; number 6, S, carries 0.964; number 7, O, carries -0.679; number 8, O, carries -0.601; number 9, N, carries -0.506; number 10, S, carries 1.065; number 11, O, carries -0.530; number 12, O, carries -0.392; number 13, C, carries 0.520; number 14, F, carries -0.209; number 15, F, carries -0.212; number 16, F, carries -0.192; number 17, C, carries -1.418; number 18, C, carries 0.812; number 19, O, carries -0.716; number 20, C, carries 0.470; number 21, C, carries -0.636; number 22, C, carries -0.694; number 23, C, carries -0.503; number 24, C, carries -0.568; number 25, C, carries 0.192; number 26, O, carries -0.596; number 27, H, carries 0.310; number 28, H, carries 0.386; number 29, H, carries 0.434; number 30, H, carries 0.429; number 31, H, carries 0.395; number 32, H, carries 0.383; number 33, H, carries 0.403; number 34, Br, carries -0.051; number 35, C, carries 0.153; number 36, C, carries -0.464; number 37, C, carries -0.177; number 38, C, carries 0.220; number 39, C, carries -0.072; number 40, C, carries -0.636; number 41, N, carries -0.642; number 42, N, carries 0.068; number 43, C, carries 0.434; number 44, C, carries -0.709; number 45, C, carries -0.698; number 46, C, carries 0.401; number 47, O, carries -0.471; number 48, C, carries 0.065; number 49, N, carries 0.250; number 50, C, carries -0.395; number 51, C, carries -1.136; number 52, C, carries -0.375; number 53, C, carries 0.614; number 54, H, carries 0.450; number 55, H, carries 0.498; number 56, H, carries 0.494; number 57, H, carries 0.442; number 58, H, carries 0.482; number 59, H, carries 0.496; number 60, H, carries 0.601; number 61, H, carries 0.477; number 62, H, carries 0.724

---

[2]
Formula: C25H16Cl2N3O6PtS
Source: the OMol25 dataset
Level of theory: the ωB97M-V functional and the def2-TZVPD basis

For the relative energy (zero: lowest compared OMol25 entry of this formula, charge and spin), the calculation gives 11.2 kcal per mole. As for the charge: -1. The highest occupied orbital energy comes out at -5.794 eV. For the frontier orbital gap, the calculation gives 0.282 Ha. The lowest unoccupied orbital energy comes out at 1.9 eV. Its electronic energy is -3016.03539 hartree.

Structure (XYZ):
```
54
C25H16Cl2N3O6PtS, DFT the ωB97M-V functional and the def2-TZVPD basis
Pt -0.092 -1.796 -0.226
Cl -6.225 -1.789 -4.144
C -4.851 -2.091 -3.112
C -4.492 -3.411 -2.809
C -3.417 -3.665 -2.000
C -2.640 -2.612 -1.449
O -1.676 -2.923 -0.647
C -3.017 -1.282 -1.773
C -2.325 -0.132 -1.269
N -1.246 -0.106 -0.570
C -0.820 1.190 -0.159
C -1.579 1.895 0.733
C -1.133 3.135 1.237
C 0.055 3.660 0.829
C 0.839 2.988 -0.141
C 2.050 3.514 -0.642
C 2.732 2.827 -1.598
C 2.208 1.604 -2.061
N 1.092 1.083 -1.628
C 0.408 1.743 -0.655
C -4.129 -1.048 -2.604
H -5.071 -4.227 -3.223
H -3.127 -4.677 -1.753
H -2.766 0.830 -1.525
H -2.499 1.461 1.104
H -1.733 3.651 1.976
H 0.413 4.600 1.232
H 2.435 4.443 -0.240
H 3.681 3.182 -1.978
H 2.751 1.030 -2.805
H -4.407 -0.028 -2.844
Cl 3.545 -3.031 -2.877
C 1.837 -3.137 -2.370
C 1.670 -3.991 -1.100
O 2.179 -5.092 -1.056
O 0.939 -3.502 -0.141
H 1.301 -3.628 -3.179
H 1.476 -2.121 -2.245
O 3.663 2.810 1.756
S 3.638 1.438 2.198
O 4.753 0.998 2.994
N 3.339 0.429 0.969
C 2.203 -0.218 1.116
O 1.812 -1.091 0.291
C 1.437 0.160 2.373
C 0.225 -0.308 2.854
C -0.282 0.250 4.022
C 0.413 1.244 4.704
C 1.643 1.692 4.240
C 2.127 1.127 3.079
H -0.307 -1.094 2.334
H -1.233 -0.095 4.408
H -0.007 1.665 5.610
H 2.207 2.449 4.769
```

Mulliken charges, unit e, in atom order: number 1, Pt, carries 1.176; number 2, Cl, carries -0.256; number 3, C, carries 0.249; number 4, C, carries -0.520; number 5, C, carries -0.575; number 6, C, carries 0.509; number 7, O, carries -0.787; number 8, C, carries 0.284; number 9, C, carries 0.384; number 10, N, carries 0.130; number 11, C, carries -0.371; number 12, C, carries 0.008; number 13, C, carries -0.847; number 14, C, carries -1.019; number 15, C, carries 1.338; number 16, C, carries -0.683; number 17, C, carries -0.526; number 18, C, carries -0.360; number 19, N, carries -0.310; number 20, C, carries -0.136; number 21, C, carries -1.048; number 22, H, carries 0.392; number 23, H, carries 0.434; number 24, H, carries 0.453; number 25, H, carries 0.515; number 26, H, carries 0.375; number 27, H, carries 0.406; number 28, H, carries 0.343; number 29, H, carries 0.377; number 30, H, carries 0.431; number 31, H, carries 0.412; number 32, Cl, carries -0.241; number 33, C, carries 0.258; number 34, C, carries 0.594; number 35, O, carries -0.663; number 36, O, carries -0.713; number 37, H, carries 0.313; number 38, H, carries -0.252; number 39, O, carries -0.618; number 40, S, carries 1.265; number 41, O, carries -0.740; number 42, N, carries -0.474; number 43, C, carries 0.219; number 44, O, carries -0.858; number 45, C, carries 0.462; number 46, C, carries -0.086; number 47, C, carries -0.805; number 48, C, carries -0.470; number 49, C, carries -0.713; number 50, C, carries 0.018; number 51, H, carries 0.463; number 52, H, carries 0.422; number 53, H, carries 0.391; number 54, H, carries 0.452

---

Look up the charge of the second one.
-1

---

The lowest electronic energy belongs to which entry?
C25H16BrF6N4O7S2Sn

---

What is the formula in the first record?
C25H16BrF6N4O7S2Sn